ORCA calculation (ωB97M-V/def2-TZVPD) on one molecule with the formula C4H9NO2.

energy relative to the best compared isomer or geometry (same formula, charge and spin): 52.0 kcal/mol
maximum force: 0.70 eV/Å
Kohn-Sham gap: 10.852 eV

Geometry (Å):
C -0.61614 1.41842 1.78593
N -0.78514 0.28256 0.89415
C -0.08298 -0.74932 1.08788
O 0.05849 -1.74681 0.20410
C 0.12052 -1.45074 -1.20695
C 0.74312 -0.08868 -1.51381
O -0.17419 0.93207 -1.81727
H 0.13240 2.05292 1.28861
H -1.55132 1.98150 1.86170
H -0.26799 1.22595 2.82231
H 0.53196 -0.95933 1.97527
H 0.78167 -2.24585 -1.55353
H -0.85491 -1.54425 -1.70165
H 1.39925 0.11501 -0.65058
H 1.38970 -0.13916 -2.38852
H -0.82446 0.91571 -1.08764

=====

ORCA calculation (ωB97M-V/def2-TZVPD) on one molecule with the formula C4H9NO2 in a non-equilibrium geometry.

energy relative to the best compared isomer or geometry (same formula, charge and spin): 48.5 kcal/mol
maximum force: 3.13 eV/Å
Kohn-Sham gap: 9.793 eV

Geometry (Å):
O -2.38707 -0.10585 -1.09542
C -1.27693 -0.49286 -0.79838
C -0.53283 0.17750 0.36460
C 0.85998 0.55113 -0.29983
C 1.77472 1.11334 0.79796
O 1.35130 -0.72412 -0.80963
N -0.38587 -0.52822 1.60669
H -0.95888 -1.46300 -1.20361
H -0.91571 1.18853 0.55376
H 0.69921 1.15548 -1.19342
H 2.71271 1.58236 0.50543
H 1.13627 1.81087 1.35478
H 1.85581 0.27474 1.48522
H 2.21006 -0.57423 -1.21253
H 0.01711 -1.44356 1.45734
H -1.24932 -0.57087 2.12816

=====

ORCA calculation (ωB97M-V/def2-TZVPD) on one molecule with the formula C4H9NO2.

energy relative to the best compared isomer or geometry (same formula, charge and spin): 88.5 kcal/mol
maximum force: 0.36 eV/Å
Kohn-Sham gap: 8.236 eV

Geometry (Å):
C -2.02499 -0.90240 -0.19543
C -0.54874 -0.70436 -0.44678
O -0.62116 0.84050 -1.31157
C 0.11496 -0.26262 0.83014
N 1.57933 -0.12811 0.76272
C 2.18899 0.90307 0.17232
O 1.61693 1.86170 -0.35507
H -2.14527 -1.91550 0.21164
H -2.58910 -0.87968 -1.13374
H -2.50653 -0.19518 0.50619
H -0.27444 0.42606 -2.11405
H 0.13553 1.39641 -0.96111
H -0.27364 0.67894 1.25717
H -0.08811 -1.04614 1.56954
H 2.14670 -0.92556 1.00716
H 3.28954 0.85288 0.20085